(1)
{"formula": "C6H10", "method": "ωB97M-V/def2-TZVPD", "species": ["C", "C", "C", "C", "C", "C", "H", "H", "H", "H", "H", "H", "H", "H", "H", "H"], "positions_angstrom": [[-1.615606, 0.623392, -1.191632], [-1.350954, 0.925748, 0.077745], [0.085235, 1.086886, 0.583472], [0.637355, -0.345230, 0.486832], [-0.314813, -1.250710, 0.691242], [1.957227, -0.664996, -0.143390], [-0.817832, 0.606169, -1.935316], [-2.585004, 0.258358, -1.520601], [-2.143437, 0.864353, 0.823718], [0.147353, 1.564647, 1.571751], [0.631421, 1.734214, -0.112823], [-1.058538, -0.951259, 1.395041], [-0.489551, -2.183506, 0.172685], [2.773499, -0.101724, 0.325888], [2.178395, -1.729344, -0.010013], [1.965250, -0.436998, -1.214600]], "forces_ev_per_a": [[-0.1, 0.3, 0.1], [-0.2, 0.5, -0.3], [0.0, 0.0, -0.1], [-0.1, -0.2, -0.2], [0.7, -0.6, 0.6], [0.0, 0.0, -0.2], [-0.1, 0.0, 0.1], [0.0, 0.4, 0.1], [0.1, 0.2, -0.2], [0.0, -0.2, -0.2], [0.1, -0.1, 0.1], [-1.0, 0.0, -0.2], [0.8, -0.5, 0.5], [-0.2, 0.0, -0.1], [0.0, 0.2, -0.1], [0.1, 0.1, 0.0]], "lowdin_charge": [-0.020, -0.216, -0.152, -0.369, 0.011, -0.068, 0.067, 0.056, 0.099, 0.108, 0.111, 0.057, 0.082, 0.080, 0.076, 0.077], "lumo_energy_ev": 1.16, "spin_multiplicity": 1, "relative_energy_kcal_mol": 52.2, "homo_ev": -8.16, "total_charge": 0}



(2)
{"formula": "H3INO2P", "method": "ωB97M-V/def2-TZVPD", "species": ["N", "O", "O", "P", "I", "H", "H", "H"], "positions_angstrom": [[0.792560, -1.639319, 0.179193], [1.162594, 0.873376, 0.100645], [-0.726096, 0.006512, -1.294653], [0.032679, -0.256350, 0.075982], [-2.309217, 1.969633, 1.441395], [0.211321, -2.459462, 0.230194], [1.875877, 0.598517, 0.682295], [-1.039717, 0.907093, -1.415049]], "forces_ev_per_a": [[-1.6, 1.7, 0.7], [-0.9, 0.0, 0.1], [0.2, -0.6, 0.6], [1.3, 0.2, -1.2], [1.2, -1.3, -0.6], [-0.2, -0.5, -0.1], [0.4, 0.0, 0.3], [-0.4, 0.5, 0.2]], "lowdin_charge": [-0.112, -0.199, -0.196, 0.565, -0.176, -0.006, 0.076, 0.048], "lumo_energy_ev": [-3.12, -3.11], "spin_multiplicity": 1, "relative_energy_kcal_mol": 18.7, "homo_ev": [-9.06, -9.07], "total_charge": 0}



(3)
{"formula": "CH3N4O", "method": "ωB97M-V/def2-TZVPD", "species": ["C", "N", "N", "N", "N", "O", "H", "H", "H"], "positions_angstrom": [[0.077480, -2.642098, 0.987280], [0.142359, -1.456228, 0.717499], [-0.354063, -0.382009, 0.946911], [-0.899600, 0.587710, 1.023020], [0.323442, 1.739077, -0.999146], [0.190807, -3.765240, 1.057158], [-0.493989, 1.417673, -1.585134], [0.962348, 2.022926, -1.741857], [0.051218, 2.478190, -0.405731]], "forces_ev_per_a": [[0.2, -1.6, 0.1], [2.1, -0.7, -1.3], [-3.5, 3.8, 1.0], [1.4, -1.5, 0.1], [-0.7, -2.2, -2.3], [-0.2, -0.1, 0.3], [0.8, 0.7, 1.2], [0.2, 0.4, 0.7], [-0.3, 1.3, 0.2]], "lowdin_charge": [-0.096, 0.240, 0.002, 0.417, -0.013, 0.379, 0.048, 0.035, -0.012], "lumo_energy_ev": -6.29, "spin_multiplicity": 1, "relative_energy_kcal_mol": 39.8, "homo_ev": -14.30, "total_charge": 1}



(4)
{"formula": "C6H12", "method": "ωB97M-V/def2-TZVPD", "species": ["C", "C", "C", "C", "C", "C", "H", "H", "H", "H", "H", "H", "H", "H", "H", "H", "H", "H"], "positions_angstrom": [[-0.869810, 1.683022, 0.740893], [0.594845, 1.423793, 0.401024], [0.798287, -0.056050, 0.352575], [1.548881, -0.795427, -0.705451], [0.012077, -0.764964, -0.697625], [-1.062026, -1.785979, -0.350329], [-1.071692, 2.747906, 0.838539], [-1.574848, 1.277861, -0.003864], [-1.133587, 1.167658, 1.674550], [0.887781, 1.842379, -0.573168], [1.273632, 1.876658, 1.135970], [0.790573, -0.570639, 1.314510], [2.224014, -1.581158, -0.359721], [2.012424, -0.209043, -1.503956], [-0.350389, -0.050760, -1.446142], [-1.024919, -2.610097, -1.062127], [-0.962891, -2.174730, 0.672176], [-2.087346, -1.365520, -0.403184]], "forces_ev_per_a": [[-0.3, 0.1, 0.1], [0.3, 0.1, 0.0], [-0.3, -0.1, 0.0], [0.2, 0.0, -0.1], [-0.2, 0.2, 0.1], [0.2, -0.3, -0.1], [-0.1, 0.1, 0.1], [0.5, 0.2, 0.0], [0.1, 0.3, 0.0], [-0.3, 0.0, 0.2], [-0.2, 0.1, 0.0], [0.0, 0.2, -0.1], [-0.7, -0.2, -0.2], [-0.2, -0.1, 0.2], [0.2, -0.3, 0.1], [-0.1, -0.2, 0.1], [0.2, 0.0, -0.3], [0.7, 0.1, -0.1]], "lowdin_charge": [-0.104, -0.236, -0.337, -0.068, -0.310, -0.069, 0.065, 0.071, 0.080, 0.115, 0.109, 0.143, 0.098, 0.098, 0.130, 0.064, 0.074, 0.077], "lumo_energy_ev": 1.29, "spin_multiplicity": 1, "relative_energy_kcal_mol": 31.4, "homo_ev": -9.70, "total_charge": 0}